Computed, not measured: C22H15BiF2N5O4 as an isolated structure, with ωB97M-V with the def2-TZVPD basis set.

**Net charge**: +1
**ΔE to the lowest compared entry with this formula, charge and spin**: 64.6 kJ/mol
**Orbital gap**: 8.18 eV
**Strongest force on any atom**: 0.003 Eh/bohr
**Electronic energy**: -49965.0800 eV
**LUMO energy**: -3.821 eV

Atoms and positions in Å:
Bi 1.088 -0.594 0.640
F 4.887 2.709 -1.598
C 3.855 1.893 -1.821
C 3.245 1.278 -0.741
C 2.173 0.438 -0.979
C 1.697 0.188 -2.275
C 2.361 0.838 -3.314
F 1.992 0.640 -4.586
C 3.432 1.689 -3.114
C 0.570 -0.757 -2.473
C -0.132 -0.943 -3.658
C -1.158 -1.873 -3.703
C -1.470 -2.622 -2.580
C -0.746 -2.384 -1.432
N 0.232 -1.473 -1.383
H 3.622 1.482 0.252
H 3.916 2.168 -3.953
H 0.107 -0.361 -4.530
H -1.714 -2.010 -4.620
H -2.266 -3.354 -2.582
H -0.952 -2.922 -0.515
O -1.825 0.890 -1.300
C -1.651 0.449 -0.196
O -0.543 0.716 0.519
C -2.633 -0.460 0.474
C -2.603 -0.714 1.842
C -3.517 -1.589 2.413
C -4.448 -2.239 1.618
C -4.441 -1.985 0.257
C -3.573 -1.092 -0.330
N -5.382 -2.723 -0.611
O -6.311 -3.284 -0.077
O -5.145 -2.725 -1.803
H -1.880 -0.200 2.465
H -3.504 -1.769 3.479
H -5.165 -2.934 2.029
H -3.606 -0.898 -1.392
N 4.015 1.874 4.891
C 3.141 2.083 3.884
C 2.662 1.031 3.080
N 1.788 1.266 2.113
C 1.360 2.514 1.902
C 1.846 3.535 2.702
N 2.721 3.332 3.675
H 4.443 0.980 5.047
H 4.366 2.674 5.388
H 2.990 0.008 3.235
H 0.642 2.674 1.112
H 1.515 4.554 2.548